Below is C24H54CoN11O2 as an isolated structure, with properties calculated with ωB97M-V with the def2-TZVPD basis set.

- Orbital gap (alpha / beta): 9.5 / 6.3 eV
- Lowest unoccupied orbital energy (alpha / beta): -4.17 / -7.33 eV
- Charge: +2
- Multiplicity: 5
- E_HOMO (alpha / beta): -13.7 / -13.7 eV

```
92
C24H54CoN11O2 | the Open Molecules 2025 dataset | ωB97M-V with the def2-TZVPD basis set
Co 0.265 -0.768 -0.054
C 4.596 -0.497 3.675
N 3.150 -0.584 3.496
C 2.380 -0.389 4.721
C 2.624 -0.460 2.232
N 1.603 -1.156 1.806
C 1.081 -2.208 2.688
C -0.107 -2.903 2.046
N -0.948 -1.911 1.357
C -1.557 -0.966 2.336
C -0.858 0.388 2.321
N -0.659 0.821 0.943
C -1.180 1.968 0.543
N -0.691 2.598 -0.541
C 0.684 2.441 -0.995
C -1.492 3.513 -1.341
N -2.215 2.602 1.182
C -3.361 1.924 1.757
C -2.145 4.028 1.484
C -1.973 -2.566 0.514
C -2.586 -1.567 -0.442
N -1.542 -0.933 -1.254
C -1.936 -0.374 -2.393
N -3.241 -0.057 -2.658
C -3.850 -0.385 -3.943
C -4.085 0.692 -1.749
N -1.060 -0.100 -3.386
C 0.029 -0.994 -3.733
C -1.287 0.966 -4.350
N 3.205 0.482 1.386
C 4.189 0.083 0.393
C 3.430 1.805 1.955
H 4.863 -1.099 4.543
H 4.948 0.521 3.852
H 5.113 -0.912 2.813
H 2.823 0.434 5.285
H 2.385 -1.278 5.355
H 1.354 -0.109 4.499
H 0.755 -1.801 3.642
H 1.858 -2.943 2.923
H -0.685 -3.426 2.814
H 0.212 -3.650 1.331
H -1.530 -1.394 3.341
H -2.604 -0.837 2.078
H 0.122 0.299 2.786
H -1.425 1.100 2.919
H 1.292 2.006 -0.206
H 1.080 3.425 -1.254
H 0.751 1.804 -1.878
H -2.552 3.376 -1.141
H -1.302 3.306 -2.395
H -1.228 4.555 -1.153
H -3.405 0.896 1.419
H -4.273 2.429 1.431
H -3.351 1.940 2.851
H -1.207 4.446 1.130
H -2.195 4.171 2.566
H -2.975 4.574 1.029
H -2.752 -3.026 1.130
H -1.493 -3.361 -0.057
H -3.147 -0.832 0.132
H -3.309 -2.090 -1.073
H -3.237 -1.104 -4.479
H -4.002 0.496 -4.570
H -4.825 -0.839 -3.759
H -3.491 1.097 -0.938
H -4.899 0.087 -1.343
H -4.528 1.531 -2.291
H 0.162 -1.705 -2.928
H 0.948 -0.435 -3.892
H -0.209 -1.529 -4.657
H -2.038 1.661 -3.986
H -1.602 0.578 -5.322
H -0.350 1.505 -4.495
H 4.095 -0.982 0.197
H 5.206 0.279 0.748
H 4.049 0.634 -0.538
H 2.622 2.063 2.639
H 3.426 2.530 1.140
H 4.384 1.905 2.480
N 1.066 -2.989 -1.186
C 1.899 -2.981 -2.403
C 2.931 -1.863 -2.459
C 2.466 -0.447 -2.134
O 2.839 0.495 -2.782
O 1.673 -0.277 -1.080
H 1.660 -3.209 -0.392
H 0.407 -3.752 -1.289
H 1.234 -2.923 -3.262
H 2.432 -3.929 -2.489
H 3.349 -1.827 -3.462
H 3.753 -2.085 -1.775
```

These are the Löwdin partial charges, in e, on atoms 1 to 6: 0.977, -0.024, -0.136, -0.039, -0.379, 0.070

***

Below is one molecule with the formula C5H10O2, with properties calculated with ωB97M-V with the def2-TZVPD basis set.

- Orbital gap: 10.0 eV
- Lowest unoccupied orbital energy: 0.92 eV
- ΔE to the lowest compared entry with this formula, charge and spin: 2.612 eV
- Structure (SMILES): COC[C@H]1C[C@H]1O
- E_HOMO: -9.1 eV

```
17
C5H10O2 | the Open Molecules 2025 dataset | ωB97M-V with the def2-TZVPD basis set
C 2.289 -0.378 0.786
O 0.906 -0.259 0.554
C 0.564 -0.186 -0.821
C -0.909 0.140 -0.955
C -1.894 -0.587 -0.059
C -1.686 0.892 0.085
O -1.094 1.485 1.187
H 2.691 -1.315 0.376
H 2.430 -0.372 1.869
H 2.836 0.467 0.344
H 1.171 0.586 -1.319
H 0.804 -1.150 -1.303
H -1.192 0.458 -1.949
H -2.831 -0.993 -0.428
H -1.415 -1.183 0.713
H -2.489 1.516 -0.304
H -0.232 1.049 1.280
```

These are the Löwdin partial charges, in e, on atoms 1 to 6: -0.095, -0.228, -0.184, -0.202, -0.048, -0.337

***

Below is a 2-piece molecular cluster, C6H12N2O overall at a distorted geometry, with properties calculated with ωB97M-V with the def2-TZVPD basis set.

- Orbital gap: 9.1 eV
- Lowest unoccupied orbital energy: 0.56 eV
- ΔE to the lowest compared entry with this formula, charge and spin: 5.336 eV
- Structure (SMILES): C/N=C1\NO1.C=C(C)C
- E_HOMO: -8.6 eV

```
21
C6H12N2O | the Open Molecules 2025 dataset | ωB97M-V with the def2-TZVPD basis set
C 2.030 -1.236 -2.006
N 0.976 -1.649 -1.119
C 0.783 -1.045 -0.034
N 1.329 -0.895 1.268
O -0.041 -1.435 1.039
H 2.898 -0.785 -1.511
H 1.626 -0.510 -2.724
H 2.365 -2.112 -2.569
H 1.909 -1.705 1.499
C 0.127 1.067 -0.378
C -0.975 0.896 0.432
C -0.990 1.338 1.855
C -2.242 0.344 -0.126
H 0.939 1.686 -0.026
H -0.010 1.075 -1.452
H -1.628 2.223 1.956
H -1.404 0.548 2.486
H 0.013 1.569 2.208
H -2.657 -0.411 0.546
H -2.973 1.150 -0.245
H -2.078 -0.113 -1.101
```

These are the Löwdin partial charges, in e, on atoms 1 to 6: -0.137, 0.047, -0.501, 0.134, -0.033, 0.078

***

Below is one molecule with the formula C3H3N3 at a distorted geometry, with properties calculated with ωB97M-V with the def2-TZVPD basis set.

- Orbital gap: 11.6 eV
- Lowest unoccupied orbital energy: 0.31 eV
- ΔE to the lowest compared entry with this formula, charge and spin: 1.351 eV
- Structure (SMILES): N#CC(N)C#N
- E_HOMO: -11.3 eV

```
9
C3H3N3 | the Open Molecules 2025 dataset | ωB97M-V with the def2-TZVPD basis set
N 1.323 2.002 -0.342
C 0.870 1.011 -0.016
C 0.124 -0.136 0.333
N -1.247 -0.078 -0.411
C 0.790 -1.404 0.048
N 1.425 -2.323 -0.260
H -0.040 0.064 1.368
H -1.994 0.083 0.271
H -1.250 0.779 -0.992
```

These are the Löwdin partial charges, in e, on atoms 1 to 6: 0.190, -0.224, -0.337, 0.060, -0.160, 0.175